# 1
Entry from OMol25: a cluster of 10 separate species, C32H61BBr18ClO5 in total (wB97M-V/def2-TZVPD).

Calculated values
orbital gap	7.16	eV
E	-1318379.9941	eV
LUMO energy	1.349	eV

```
! RIJCOSX wB97M-V def2-TZVPD def2/J DEFGRID3
* xyz -1 1
C 6.2304 -0.6131 3.0024
C 5.0676 -0.7461 1.9984
C 4.0698 -1.8500 2.3660
C 3.3846 -1.6411 3.7384
B 1.7793 -1.3872 3.6752
Cl 1.1017 -1.7427 5.4944
C 1.0152 -2.4711 2.7079
C 0.6567 -2.0044 1.2848
C -0.8562 -1.8887 0.9666
C -1.7796 -1.4794 2.1135
O -2.8150 -2.4865 2.2830
C -3.2988 -2.6856 3.5474
C -2.3137 -3.1514 4.5805
O -4.4816 -2.5513 3.7638
C 1.3587 0.1658 3.3351
C 2.0346 1.2606 4.0790
O 2.5533 1.2871 5.1441
O 2.0377 2.5043 3.2785
C 0.8751 3.1920 3.3412
C 0.0948 3.2440 2.0534
O 0.5019 3.7580 4.3494
H 6.1876 -1.4142 3.7419
H 6.1805 0.3399 3.5324
H 7.1963 -0.6475 2.4930
H 5.4905 -1.0029 1.0181
H 4.5498 0.2055 1.8523
H 4.6409 -2.7878 2.3786
H 3.3524 -1.9520 1.5454
H 3.9165 -0.8479 4.2716
H 3.5230 -2.5433 4.3433
H 1.6761 -3.3398 2.6279
H 0.1294 -2.8471 3.2201
H 1.1379 -1.0620 1.0185
H 1.0410 -2.7203 0.5552
H -0.9606 -1.1457 0.1685
H -1.2150 -2.8318 0.5470
H -1.2456 -1.3056 3.0465
H -2.3096 -0.5562 1.8586
H -1.5803 -3.8431 4.1700
H -1.7422 -2.3025 4.9683
H -2.8638 -3.5922 5.4100
H 0.2894 0.2910 3.5695
H 1.4589 0.4148 2.2752
H -0.9471 3.0312 2.2995
H 0.1532 4.2662 1.6730
H 0.4441 2.5218 1.3209
Br -2.3052 -5.6956 -1.0032
C -2.3685 -6.5135 0.7619
C -1.6410 -5.6873 1.7837
Br 0.2889 -5.8551 1.6449
H -1.9679 -7.5162 0.6594
H -3.4271 -6.5628 1.0000
H -1.8901 -6.0269 2.7873
H -1.8702 -4.6292 1.6969
Br -4.2149 -2.6917 -3.7416
C -3.5337 -2.2979 -1.9567
C -2.9340 -0.9239 -1.8657
Br -1.1926 -0.8270 -2.7219
H -2.8310 -3.0891 -1.7221
H -4.3936 -2.3772 -1.2953
H -2.7640 -0.6629 -0.8229
H -3.5512 -0.1656 -2.3377
Br 2.9139 0.9747 -0.4316
C 3.5460 0.2361 -2.1175
C 2.5640 -0.7266 -2.7179
Br 2.5701 -2.4646 -1.8416
H 4.5154 -0.2119 -1.9294
H 3.6637 1.0937 -2.7751
H 2.8276 -0.9320 -3.7480
H 1.5465 -0.3534 -2.6636
Br 0.2946 7.0337 2.5828
C -0.0755 6.9563 4.4910
C -1.4645 7.4297 4.8123
Br -1.6332 9.3704 4.7066
H 0.6916 7.5483 4.9790
H 0.0407 5.9078 4.7570
H -1.7212 7.1700 5.8361
H -2.2062 7.0194 4.1355
Br 6.4499 1.9068 -3.2936
C 6.9716 1.0930 -4.9804
C 5.9074 0.1591 -5.4960
Br 5.8391 -1.5024 -4.4918
H 7.9168 0.5912 -4.8015
H 7.1210 1.9149 -5.6773
H 6.1150 -0.1220 -6.5261
H 4.9127 0.5907 -5.4337
Br -6.9224 0.6800 -4.4363
C -5.7976 1.2731 -5.9084
C -4.3693 0.8300 -5.7398
Br -3.4401 1.8728 -4.3909
H -5.8913 2.3530 -5.9539
H -6.2282 0.8301 -6.8037
H -3.8142 0.9832 -6.6628
H -4.2882 -0.2089 -5.4344
Br -0.7995 5.2722 -1.5791
C -0.2084 7.0769 -1.9865
C -1.1361 8.1151 -1.4137
Br -2.7851 8.2605 -2.4364
H -0.1247 7.1441 -3.0662
H 0.7777 7.1702 -1.5368
H -0.6768 9.0998 -1.4576
H -1.4212 7.8919 -0.3905
Br -6.3594 -7.5117 -2.4526
C -7.1996 -6.8760 -0.8195
C -6.1993 -6.6727 0.2861
Br -5.6095 -8.3649 1.0519
H -7.9612 -7.6024 -0.5564
H -7.6692 -5.9298 -1.0781
H -6.6475 -6.1192 1.1080
H -5.3083 -6.1562 -0.0603
Br 1.9869 0.9225 -5.6840
C 2.4078 2.8180 -5.5182
C 1.7551 3.4525 -4.3189
Br -0.1432 3.7617 -4.5854
H 2.1107 3.2847 -6.4514
H 3.4909 2.8658 -5.4132
H 2.1915 4.4327 -4.1410
H 1.8486 2.8485 -3.4205
*
```

Here are the Löwdin charges for atoms 1 to 99, given in e:
1 C -0.1120
2 C -0.2845
3 C -0.2249
4 C -0.1813
5 B -0.9316
6 Cl 0.4528
7 C -0.2030
8 C -0.2300
9 C -0.1487
10 C -0.1449
11 O -0.0572
12 C -0.5160
13 C 0.0091
14 O 0.0978
15 C -0.0807
16 C -0.3939
17 O 0.1695
18 O 0.0307
19 C -0.5233
20 C 0.0081
21 O 0.0827
22 H 0.0680
23 H 0.0649
24 H 0.0565
25 H 0.0895
26 H 0.0529
27 H 0.1055
28 H 0.0777
29 H 0.0819
30 H 0.0816
31 H 0.0650
32 H 0.0392
33 H 0.0487
34 H 0.0372
35 H 0.0580
36 H 0.0924
37 H 0.0997
38 H 0.1234
39 H 0.0726
40 H 0.0634
41 H 0.0906
42 H 0.1170
43 H 0.0705
44 H 0.0946
45 H 0.0216
46 H 0.0627
47 Br 0.6703
48 C -0.6770
49 C -0.6874
50 Br 0.6886
51 H 0.0543
52 H -0.0118
53 H 0.0628
54 H 0.0206
55 Br 0.6127
56 C -0.6873
57 C -0.6709
58 Br 0.6633
59 H -0.0320
60 H 0.0667
61 H 0.0453
62 H 0.0013
63 Br 0.7146
64 C -0.7310
65 C -0.7569
66 Br 0.6671
67 H 0.0173
68 H -0.0066
69 H -0.0238
70 H -0.0285
71 Br 0.6356
72 C -0.6694
73 C -0.6890
74 Br 0.5774
75 H 0.0534
76 H 0.0333
77 H 0.0596
78 H 0.0510
79 Br 0.6621
80 C -0.6800
81 C -0.6885
82 Br 0.6677
83 H 0.0495
84 H 0.0564
85 H 0.0601
86 H -0.0061
87 Br 0.5958
88 C -0.6963
89 C -0.6797
90 Br 0.6267
91 H 0.0464
92 H 0.0557
93 H 0.0611
94 H 0.0023
95 Br 0.5962
96 C -0.6882
97 C -0.7016
98 Br 0.6012
99 H 0.0456

---

# 2
Entry from OMol25: a cluster of 10 separate species, C31H63Br18O5P2S in total at a distorted geometry (wB97M-V/def2-TZVPD).

Calculated values
orbital gap	5.44	eV
E	-1333583.7394	eV
LUMO energy	1.499	eV

```
! RIJCOSX wB97M-V def2-TZVPD def2/J DEFGRID3
* xyz -1 1
C -1.1729 4.0807 0.3762
C -2.2511 3.8026 -0.3124
C -3.3392 2.8862 0.0552
P -2.8066 1.2770 0.8935
C -2.7260 0.1954 -0.7158
C -1.9983 0.7789 -1.8871
C -2.1468 -0.1270 -3.0538
O -1.5090 -1.3704 -2.8279
P -2.8237 2.2923 2.9802
S -4.5922 2.9728 3.6134
O -4.5016 0.9635 0.9822
C -4.8726 -0.1514 1.6561
C -3.6303 -0.9247 2.1007
C -3.6119 -2.2578 1.4142
C -4.6093 -3.2621 1.9601
C -3.9802 -4.2175 2.8832
O -3.6753 -3.4709 4.0706
C -2.4661 -3.5471 4.5101
C -1.9168 -2.2421 4.8920
O -1.8749 -4.5354 4.5827
O -2.4855 -0.1800 1.8436
H -1.1915 4.4293 1.3706
H -0.2375 3.9483 -0.0960
H -2.3437 4.2590 -1.2694
H -4.0623 3.3955 0.6569
H -3.8477 2.6452 -0.8435
H -1.3999 1.4569 0.6997
H -3.6786 -0.1518 -1.0547
H -2.1803 -0.6698 -0.4528
H -0.9529 0.8664 -1.7119
H -2.3891 1.7182 -2.2129
H -3.1919 -0.3200 -3.1190
H -1.8533 0.3382 -3.9726
H -1.8949 -1.9874 -3.4475
H -2.4476 1.3200 3.9113
H -1.8487 3.2969 3.1217
H -5.5522 -0.7443 1.0774
H -5.4573 0.1365 2.5140
H -3.6734 -1.0587 3.1683
H -3.8602 -2.0730 0.3991
H -2.6033 -2.6087 1.4327
H -5.4241 -2.7668 2.4381
H -4.9811 -3.8207 1.1318
H -4.6682 -4.9945 3.1400
H -3.1175 -4.6427 2.4328
H -2.6700 -1.5617 5.1851
H -1.2393 -2.4034 5.6876
H -1.3815 -1.8560 4.0574
Br -5.7714 1.7941 -6.5302
C -5.3910 2.0776 -4.6409
C -4.5485 3.3066 -4.4368
Br -2.6922 3.0098 -4.9321
H -4.9180 1.1714 -4.2806
H -6.3569 2.1987 -4.1583
H -4.5290 3.5803 -3.3842
H -4.8924 4.1479 -5.0259
Br 4.7842 -2.4415 4.3248
C 3.3663 -3.7320 4.0013
C 3.1955 -4.0249 2.5383
Br 2.2574 -2.5827 1.6312
H 2.4746 -3.3320 4.4545
H 3.6712 -4.6261 4.5369
H 2.5720 -4.9042 2.3997
H 4.1407 -4.1636 2.0253
Br -0.8114 -1.8189 -7.2822
C -2.6533 -1.9946 -7.8922
C -3.4960 -0.8564 -7.3882
Br -3.9107 -1.1160 -5.5146
H -3.0109 -2.9596 -7.5535
H -2.6005 -1.9885 -8.9778
H -4.4544 -0.8192 -7.8994
H -3.0060 0.1065 -7.4771
Br 2.7704 -0.6116 6.3263
C 1.6574 0.1690 7.7261
C 0.2386 0.4354 7.2736
Br 0.2324 1.9954 6.1203
H 2.1551 1.0831 8.0266
H 1.6840 -0.5440 8.5464
H -0.3944 0.6788 8.1230
H -0.2072 -0.3795 6.7169
Br -0.3792 -5.0780 -4.0140
C 0.0678 -4.3379 -2.2622
C -0.5764 -5.1248 -1.1509
Br -2.4635 -4.7035 -0.9885
H -0.2312 -3.2937 -2.2710
H 1.1504 -4.4036 -2.1934
H -0.1383 -4.8522 -0.1943
H -0.5000 -6.1965 -1.2939
Br 4.9907 0.6610 1.4551
C 3.9142 1.2754 2.9642
C 2.4544 1.3714 2.6166
Br 2.0808 2.9473 1.5405
H 4.3360 2.2216 3.2808
H 4.0672 0.5305 3.7416
H 1.8557 1.4860 3.5175
H 2.0977 0.5162 2.0545
Br 2.2241 1.7825 -3.0208
C 4.0328 1.9835 -2.3409
C 4.3911 3.4251 -2.1224
Br 4.7846 4.3352 -3.8012
H 4.6908 1.4881 -3.0451
H 4.0441 1.4503 -1.3927
H 5.3007 3.5063 -1.5337
H 3.5982 3.9846 -1.6414
Br 7.0194 6.0630 -6.5235
C 5.1313 6.0223 -6.9918
C 4.9259 5.9919 -8.4802
Br 5.2242 7.7368 -9.2903
H 4.6737 6.8843 -6.5219
H 4.7416 5.1142 -6.5403
H 3.8955 5.7394 -8.7145
H 5.5919 5.2984 -8.9788
Br 9.5394 -0.3283 2.5643
C 9.7496 -1.8501 3.7559
C 8.4278 -2.3156 4.3012
Br 7.7705 -1.1376 5.7006
H 10.4392 -1.5466 4.5342
H 10.2046 -2.6296 3.1504
H 8.5320 -3.2897 4.7721
H 7.6537 -2.3624 3.5443
*
```

Here are the Löwdin charges for atoms 1 to 99, given in e:
1 C -0.0808
2 C -0.2440
3 C -0.3068
4 P 0.5222
5 C -0.2355
6 C -0.2445
7 C -0.3792
8 O -0.0837
9 P 0.3107
10 S -0.0642
11 O -0.3284
12 C -0.2644
13 C -0.4129
14 C -0.1745
15 C -0.1656
16 C -0.1623
17 O 0.0342
18 C -0.6556
19 C 0.0331
20 O 0.1550
21 O -0.3396
22 H 0.0213
23 H 0.0047
24 H 0.0793
25 H 0.0522
26 H 0.0540
27 H 0.0365
28 H 0.0820
29 H 0.0625
30 H 0.0999
31 H 0.0602
32 H 0.0328
33 H 0.0513
34 H 0.0381
35 H -0.0960
36 H -0.0915
37 H 0.1115
38 H 0.0925
39 H 0.1155
40 H 0.0851
41 H 0.1016
42 H 0.1207
43 H 0.1035
44 H 0.1218
45 H 0.1090
46 H 0.0833
47 H 0.0683
48 H 0.0957
49 Br 0.6152
50 C -0.6769
51 C -0.6696
52 Br 0.6591
53 H -0.0060
54 H 0.0641
55 H 0.0554
56 H 0.0451
57 Br 0.6086
58 C -0.6650
59 C -0.6843
60 Br 0.6398
61 H 0.0342
62 H 0.0602
63 H 0.0564
64 H 0.0495
65 Br 0.6107
66 C -0.6953
67 C -0.6915
68 Br 0.7575
69 H 0.0466
70 H 0.0539
71 H 0.0444
72 H 0.0458
73 Br 0.6254
74 C -0.6866
75 C -0.6727
76 Br 0.6485
77 H 0.0408
78 H 0.0537
79 H 0.0605
80 H 0.0315
81 Br 0.5895
82 C -0.6786
83 C -0.6802
84 Br 0.6775
85 H 0.0299
86 H 0.0564
87 H 0.0466
88 H 0.0447
89 Br 0.5853
90 C -0.6812
91 C -0.6816
92 Br 0.6555
93 H 0.0515
94 H -0.0083
95 H 0.0145
96 H 0.0217
97 Br 0.6162
98 C -0.7067
99 C -0.6858

---

# 3
Entry from OMol25: a structure of composition C5H10O (wB97M-V/def2-TZVPD).

Calculated values
relative energy (zero: lowest compared OMol25 entry of this formula, charge and spin)	3.2435	eV
orbital gap	10.38	eV
E	-7391.5219	eV
LUMO energy	1.226	eV

```
! RIJCOSX wB97M-V def2-TZVPD def2/J DEFGRID3
* xyz 0 1
C -1.0282 0.2852 -0.5764
C -0.2745 0.1504 0.7185
C -0.3966 -1.0237 -0.2030
O 0.9947 -1.0778 -0.4794
C 1.2194 0.0537 0.4042
C 1.9042 1.1787 -0.3456
H -2.1076 0.3430 -0.4559
H -3.2082 -1.3848 0.3518
H -0.6370 0.8869 -1.3928
H -0.7130 0.3218 1.6958
H -0.9223 -1.9694 -0.1491
H -2.8491 -1.8545 0.7992
H 1.7946 -0.2666 1.2820
H 2.9701 0.9639 -0.4677
H 1.7829 2.1388 0.1651
H 1.4708 1.2545 -1.3468
*
```

Löwdin atomic charges, in units of e:
1 C -0.0697
2 C -0.1524
3 C -0.2819
4 O -0.0531
5 C -0.3252
6 C -0.0355
7 H 0.0775
8 H 0.0539
9 H 0.1007
10 H 0.1323
11 H 0.1080
12 H 0.0575
13 H 0.1461
14 H 0.0807
15 H 0.0865
16 H 0.0747